Entry 1:
The following is a DFT calculation (ωB97M-V/def2-TZVPD) of C54H48Cl2CsF5O3P2Si as an isolated structure.

Each line ends with the Löwdin charge.
Cartesian coordinates (Å):
Cs 1.634 2.142 -1.798  1.159
C -0.334 4.501 -2.678  -0.373
C -1.029 3.577 -3.484  -0.313
C -2.042 2.994 -2.695  -0.271
C -1.974 3.552 -1.402  -0.258
C -0.913 4.481 -1.390  -0.300
C -0.421 5.286 -0.220  -0.064
C -2.888 3.217 -0.256  -0.066
C -3.089 2.045 -3.203  -0.074
C -0.762 3.224 -4.919  -0.070
C 0.880 5.295 -3.067  -0.101
H -0.771 6.328 -0.233  0.066
H 0.674 5.331 -0.190  0.040
H -0.744 4.855 0.732  0.051
H -3.935 3.480 -0.459  0.065
H -2.597 3.754 0.650  0.048
H -2.875 2.151 0.004  0.051
H -3.670 2.479 -4.028  0.065
H -3.800 1.787 -2.415  0.043
H -2.672 1.101 -3.577  0.062
H -1.561 3.562 -5.594  0.062
H -0.671 2.140 -5.064  0.065
H 0.167 3.673 -5.280  0.056
H 0.663 6.351 -3.277  0.068
H 1.359 4.884 -3.959  0.050
H 1.644 5.294 -2.279  0.029
C 1.986 0.616 3.824  -0.140
Si 1.316 0.280 2.088  0.260
C -0.591 0.500 2.588  -0.173
C -0.910 1.859 2.757  -0.096
C -2.040 2.297 3.428  -0.086
C -2.895 1.370 4.009  -0.095
C -2.635 0.024 3.830  -0.135
C -1.534 -0.419 3.085  -0.356
P -1.414 -2.223 2.746  1.159
C -3.062 -2.665 2.044  -0.360
C -4.156 -1.827 1.845  -0.084
C -5.350 -2.325 1.340  -0.098
C -5.473 -3.667 1.014  -0.112
C -4.377 -4.506 1.164  -0.105
C -3.184 -4.003 1.659  -0.136
C -1.625 -2.834 4.479  -0.343
C -2.616 -3.704 4.926  -0.089
C -2.638 -4.143 6.246  -0.104
C -1.671 -3.722 7.144  -0.116
C -0.677 -2.852 6.712  -0.093
C -0.655 -2.418 5.397  -0.097
C 1.512 -1.592 1.723  -0.239
C 1.874 -2.372 2.831  -0.143
C 1.940 -3.756 2.781  -0.104
C 1.645 -4.413 1.597  -0.097
C 1.336 -3.666 0.473  -0.117
C 1.281 -2.273 0.518  -0.377
P 0.864 -1.302 -0.984  1.093
C -0.920 -1.667 -1.216  -0.358
C -1.814 -0.613 -1.053  -0.080
C -3.178 -0.817 -1.231  -0.090
C -3.657 -2.069 -1.576  -0.098
C -2.772 -3.131 -1.729  -0.093
C -1.414 -2.930 -1.548  -0.097
C 1.628 -2.259 -2.344  -0.368
C 2.900 -2.811 -2.197  -0.091
C 3.567 -3.359 -3.282  -0.088
C 2.976 -3.359 -4.537  -0.101
C 1.718 -2.796 -4.700  -0.089
C 1.053 -2.243 -3.616  -0.091
H 1.381 0.197 4.632  0.019
H 1.980 1.704 3.950  0.037
H 3.020 0.278 3.927  0.033
H -0.232 2.601 2.353  0.093
H -2.241 3.358 3.512  0.099
H -3.758 1.691 4.581  0.093
H -3.300 -0.711 4.271  0.101
H -4.078 -0.772 2.068  0.095
H -6.185 -1.651 1.190  0.101
H -6.406 -4.052 0.620  0.093
H -4.445 -5.550 0.881  0.096
H -2.320 -4.655 1.751  0.103
H -3.389 -4.038 4.248  0.090
H -3.426 -4.813 6.570  0.093
H -1.692 -4.063 8.173  0.090
H 0.083 -2.506 7.401  0.097
H 0.118 -1.731 5.072  0.083
H 2.094 -1.887 3.775  0.077
H 2.208 -4.317 3.669  0.097
H 1.673 -5.495 1.542  0.093
H 1.142 -4.177 -0.464  0.093
H -1.450 0.382 -0.814  0.097
H -3.859 0.016 -1.108  0.095
H -4.719 -2.226 -1.716  0.099
H -3.147 -4.115 -1.986  0.098
H -0.725 -3.755 -1.684  0.097
H 3.382 -2.793 -1.227  0.108
H 4.562 -3.764 -3.149  0.099
H 3.504 -3.773 -5.387  0.093
H 1.259 -2.767 -5.680  0.097
H 0.083 -1.784 -3.761  0.107
O 1.348 1.595 1.040  -0.429
O 2.690 0.891 1.127  -0.276
Cl 3.651 4.490 -0.035  0.526
C 3.422 3.836 1.595  -1.002
Cl 3.731 5.078 2.835  0.474
H 4.119 3.022 1.738  0.025
H 2.403 3.478 1.685  0.003
F 8.354 3.363 -4.741  0.058
C 7.151 2.820 -4.432  -0.175
C 6.038 3.621 -4.230  -0.166
F 6.172 4.958 -4.337  0.084
C 4.817 3.064 -3.928  -0.148
F 3.757 3.875 -3.702  0.038
C 4.599 1.660 -3.785  -0.375
O 3.473 1.181 -3.467  -0.299
C 5.777 0.892 -4.007  -0.147
F 5.703 -0.451 -3.894  0.071
C 6.999 1.449 -4.315  -0.168
F 8.074 0.655 -4.508  0.076

Net charge: -2
HOMO: -1.2 eV
Gap between HOMO and LUMO: 4.81 eV


Entry 2:
The following is a DFT calculation (ωB97M-V/def2-TZVPD) of C54H48EuF5I2N6O5S4 as an isolated structure in a non-equilibrium geometry.

Each line ends with the Löwdin charge.
Cartesian coordinates (Å):
Eu 0.431 -1.530 -0.844  1.679
F 0.247 0.515 -7.616  0.125
C 0.600 0.565 -6.334  -0.141
C -0.030 -0.235 -5.388  -0.149
F -1.030 -1.061 -5.719  0.114
C 0.401 -0.191 -4.075  -0.201
F -0.298 -0.962 -3.149  -0.102
C 1.497 0.560 -3.633  -0.543
S 2.159 0.441 -2.064  0.683
C 2.067 1.408 -4.606  -0.235
F 3.075 2.210 -4.247  0.085
C 1.631 1.418 -5.918  -0.141
F 2.214 2.221 -6.805  0.131
N 0.114 -0.901 1.366  -0.473
S 0.352 -0.282 2.670  0.815
N 0.621 1.369 2.673  -0.369
S -0.563 2.340 2.469  0.846
N -1.493 2.042 1.255  -0.391
S -0.966 2.018 -0.307  0.688
N -0.563 0.709 -0.890  -0.808
C -2.376 2.750 -1.150  -0.401
C -2.303 2.828 -2.532  -0.079
C -3.386 3.330 -3.233  -0.052
C -4.527 3.725 -2.552  -0.056
C -4.586 3.652 -1.168  -0.048
C -3.501 3.164 -0.457  -0.078
C 0.391 3.164 -0.413  -0.324
C 1.652 2.674 -0.110  -0.185
C 2.762 3.474 -0.324  -0.077
C 2.595 4.756 -0.820  -0.058
C 1.325 5.263 -1.053  -0.053
C 0.210 4.464 -0.856  -0.056
C 0.146 3.972 2.389  -0.334
C -0.700 5.053 2.205  -0.072
C -0.157 6.326 2.176  -0.069
C 1.211 6.502 2.327  -0.080
C 2.043 5.409 2.513  -0.069
C 1.508 4.134 2.554  -0.092
C -1.537 2.398 3.965  -0.349
C -2.914 2.311 4.015  -0.103
C -3.535 2.352 5.254  -0.089
C -2.784 2.487 6.410  -0.106
C -1.401 2.588 6.344  -0.084
C -0.772 2.542 5.114  -0.104
C 1.820 -0.811 3.574  -0.320
C 2.095 -2.168 3.582  -0.079
C 3.169 -2.631 4.322  -0.060
C 3.955 -1.742 5.038  -0.060
C 3.688 -0.383 4.999  -0.053
C 2.611 0.087 4.264  -0.065
C -1.033 -0.551 3.802  -0.308
C -2.306 -0.598 3.259  -0.133
C -3.394 -0.896 4.062  -0.068
C -3.192 -1.159 5.408  -0.066
C -1.916 -1.106 5.950  -0.056
C -0.828 -0.797 5.146  -0.063
H -1.402 2.500 -3.035  0.118
H -3.337 3.403 -4.307  0.112
H -5.379 4.080 -3.110  0.111
H -5.477 3.960 -0.643  0.113
H -3.514 3.077 0.619  0.096
H 1.744 1.681 0.309  0.062
H 3.749 3.084 -0.129  0.116
H 3.463 5.362 -1.028  0.112
H 1.207 6.275 -1.407  0.114
H -0.784 4.849 -1.040  0.119
H -1.761 4.894 2.088  0.116
H -0.800 7.182 2.049  0.109
H 1.628 7.497 2.312  0.105
H 3.104 5.549 2.636  0.111
H 2.122 3.260 2.699  0.098
H -3.485 2.196 3.108  0.100
H -4.609 2.284 5.315  0.108
H -3.276 2.526 7.368  0.097
H -0.820 2.712 7.244  0.106
H 0.302 2.613 5.032  0.101
H 1.461 -2.835 3.016  0.107
H 3.388 -3.685 4.346  0.110
H 4.774 -2.112 5.633  0.111
H 4.311 0.308 5.545  0.112
H 2.380 1.139 4.217  0.093
H -2.446 -0.384 2.211  0.018
H -4.380 -0.937 3.625  0.105
H -4.033 -1.416 6.031  0.109
H -1.761 -1.312 6.998  0.112
H 0.166 -0.759 5.560  0.110
O 3.751 -6.223 -5.641  -0.047
C 4.511 -5.204 -5.046  -0.211
C 3.638 -4.352 -4.171  -0.161
C 4.153 -3.288 -3.434  0.013
C 3.298 -2.568 -2.620  -0.150
N 1.987 -2.800 -2.510  0.007
C 1.473 -3.793 -3.259  -0.196
C 2.274 -4.592 -4.074  0.055
C 0.008 -4.006 -3.199  -0.208
C -0.639 -4.689 -4.225  0.047
C -2.003 -4.955 -4.139  -0.154
C -2.706 -5.754 -5.204  -0.218
O -4.097 -5.695 -5.143  -0.037
C -2.672 -4.496 -3.010  0.027
C -1.965 -3.796 -2.051  -0.139
N -0.656 -3.535 -2.121  0.001
H 4.313 -6.735 -6.232  0.104
H 4.973 -4.556 -5.807  0.140
H 5.325 -5.618 -4.430  0.138
H 5.198 -3.024 -3.507  0.125
H 3.694 -1.741 -2.044  0.054
H 1.863 -5.419 -4.628  0.112
H -0.094 -5.009 -5.099  0.123
H -2.459 -6.811 -5.040  0.143
H -2.309 -5.475 -6.191  0.136
H -4.413 -4.850 -5.481  0.106
H -3.726 -4.686 -2.884  0.122
H -2.478 -3.443 -1.168  0.003
O 0.901 -3.898 0.338  -0.125
H 0.975 -4.707 -0.182  0.066
H 0.035 -3.966 0.788  0.016
O -1.501 -3.127 1.109  -0.170
H -1.229 -2.356 1.632  -0.024
H -2.448 -3.250 1.260  -0.002
O 2.741 -1.768 0.392  -0.141
H 3.386 -1.152 0.759  0.079
H 2.980 -2.651 0.703  0.058
I -2.393 -0.310 -0.555  0.751
I -4.720 -1.909 0.013  0.183

Net charge: +1
HOMO (spin up / spin down): -5.7 / -9.3 eV
Gap between HOMO and LUMO (spin up / spin down): 3.07 / 4.12 eV
Multiplicity: 8


What is the formula in the first record?
C54H48Cl2CsF5O3P2Si


Which of these has the highest net charge?
C54H48EuF5I2N6O5S4


What is the net charge in the first record?
-2